Entry from the Open Molecules 2025 dataset: a molecular structure, C28H73InN2O9P (ωB97M-V with the def2-TZVPD basis set).

The energy is -66087.526 eV. The LUMO energy is 2.24 eV. As for the molecular weight: 727.69 g mol⁻¹. The total charge is -1. The HOMO-LUMO gap comes out at 5.61 eV.

The geometry in XYZ format:
```
114
Properties=species:S:1:pos:R:3:forces:R:3:lowdin_charge:R:1
C 1.686538 -3.378164 1.922392 -0.5 0.2 -0.3 -0.188
N 0.433344 -3.078668 2.631387 0.4 -0.1 0.4 -0.214
C 0.433863 -1.735676 3.262866 0.0 -0.2 -0.4 -0.326
In 0.906444 0.015501 1.945182 -0.6 0.1 0.5 0.602
C 2.077544 1.453626 3.212240 -0.2 -0.4 -0.6 -0.240
C -1.002635 1.033812 1.418532 0.0 0.1 -0.2 -0.288
C -0.992626 1.640154 0.007120 0.0 -0.2 0.5 -0.314
C -1.013285 0.625790 -1.132407 0.0 0.1 0.2 -0.215
C -2.384216 0.089582 -1.508014 -0.1 0.2 0.3 -0.135
N -2.846545 -1.038718 -0.708333 -0.2 0.0 0.0 -0.097
C -4.164240 -1.409647 -0.642040 -0.2 0.0 0.0 -0.122
C -4.278901 -2.492311 0.183585 0.3 -0.4 0.4 -0.116
C -2.972399 -2.805251 0.644680 0.4 0.5 -0.3 -0.092
C -2.113515 -1.887206 0.073726 -0.3 -0.4 0.2 -0.091
P 2.429750 -0.505688 -0.040405 0.8 -0.1 0.2 0.693
C 2.648116 1.134772 -0.921719 0.2 -0.5 0.2 -0.368
O 1.650634 -1.460130 -1.225524 -0.4 0.3 -0.1 -0.467
H 2.499933 -2.717135 2.225882 0.2 -0.1 0.1 0.048
H 1.541123 -3.244333 0.848940 0.1 0.1 -0.1 0.042
H 1.977254 -4.419165 2.061385 0.0 -0.1 0.1 0.063
H 0.373912 -3.759440 3.380761 -0.2 0.0 0.0 0.064
H -0.576714 -1.557307 3.636318 -0.1 0.1 0.0 0.022
H 1.097700 -1.717008 4.141859 0.1 0.0 0.0 0.007
H 1.641945 2.442007 3.080693 0.0 0.2 0.1 -0.046
H 3.121096 1.453971 2.907824 0.2 0.1 0.1 -0.056
H 1.992606 1.139310 4.250684 0.0 0.0 0.1 -0.047
H -1.884848 0.405611 1.555180 0.0 -0.2 0.0 0.023
H -1.143791 1.859520 2.123696 0.2 0.0 0.1 0.022
H -0.066830 2.210501 -0.103616 0.0 0.2 0.0 0.082
H -1.817425 2.349821 -0.101183 -0.1 0.1 -0.3 0.089
H -0.331646 -0.185594 -0.881075 0.1 -0.1 -0.2 0.058
H -0.600732 1.112476 -2.014216 0.0 0.0 -0.2 0.065
H -3.103018 0.897941 -1.354354 -0.1 0.0 0.0 0.119
H -2.438556 -0.169594 -2.567172 0.1 -0.2 -0.1 0.111
H -4.952518 -0.901649 -1.167629 0.1 0.2 -0.2 0.102
H -5.176073 -3.015299 0.463790 -0.2 0.1 -0.1 0.075
H -2.644582 -3.573963 1.320723 -0.1 -0.1 0.1 0.082
H -1.050780 -1.810138 0.209760 0.1 0.1 -0.1 0.098
H 3.646648 1.130708 -1.352564 0.0 0.1 -0.2 -0.016
H 1.923163 1.282270 -1.718750 -0.2 0.2 0.1 -0.011
H 2.610462 1.938655 -0.187966 -0.2 0.1 0.0 0.014
H 2.211214 -1.470162 -2.004892 0.2 -0.2 0.0 -0.003
C 5.699338 1.426589 -5.410888 -0.1 -0.1 0.0 -0.083
C 5.634327 0.926078 -3.978508 0.1 -0.1 -0.1 -0.291
O 4.479926 0.119088 -3.741017 -0.2 0.2 -0.3 -0.095
H 4.810502 2.010485 -5.655072 0.1 0.1 0.0 0.071
H 6.578281 2.053832 -5.565779 0.0 0.0 0.0 0.075
H 5.746949 0.589417 -6.112193 0.1 0.0 0.0 0.076
H 5.567612 1.760804 -3.282942 -0.1 0.0 0.1 0.113
H 6.532106 0.349847 -3.734917 0.0 0.1 0.0 0.114
H 4.531995 -0.643312 -4.328113 0.2 -0.1 0.2 0.061
C 0.665543 0.779462 -4.439110 -0.1 0.1 -0.1 -0.074
C 1.336664 0.003846 -5.549206 0.3 0.1 0.2 -0.311
O 2.487487 0.693328 -6.037043 0.0 -0.2 -0.1 -0.098
H 0.363361 1.766570 -4.797181 0.0 0.0 -0.1 0.071
H -0.215278 0.255013 -4.066439 0.0 0.0 0.0 0.075
H 1.353336 0.929360 -3.607111 0.0 -0.1 0.0 0.052
H 0.662852 -0.137567 -6.393788 0.1 0.0 -0.1 0.112
H 1.644394 -0.985774 -5.187619 -0.2 -0.1 0.0 0.099
H 3.080409 0.814810 -5.281859 -0.1 0.0 0.1 0.032
C -8.395268 -1.911404 1.679943 0.0 -0.1 0.0 -0.085
C -7.847591 -0.926009 0.664679 -0.2 -0.1 -0.1 -0.315
O -7.656694 -1.544468 -0.608634 0.1 0.1 0.0 -0.093
H -7.720940 -2.762520 1.781912 0.0 0.0 0.0 0.072
H -8.516343 -1.440501 2.656320 0.0 0.0 0.0 0.056
H -9.367772 -2.296256 1.359575 0.0 0.1 0.0 0.073
H -6.870843 -0.561303 0.979064 0.1 0.0 -0.1 0.110
H -8.519324 -0.069720 0.565059 0.0 0.0 0.1 0.094
H -8.512865 -1.854889 -0.916476 0.0 0.0 0.0 0.074
C 6.294838 2.785869 5.156147 0.0 0.0 -0.1 -0.095
C 6.169135 1.288032 4.938628 0.1 0.1 -0.2 -0.322
O 5.831993 0.975737 3.593714 0.0 -0.1 0.0 -0.081
H 5.362910 3.282310 4.883890 0.0 0.0 0.0 0.074
H 6.525373 3.014059 6.198963 0.0 0.0 0.0 0.068
H 7.087112 3.204453 4.528689 0.0 0.0 0.0 0.066
H 5.371268 0.878133 5.553215 0.0 -0.1 0.0 0.091
H 7.102350 0.781011 5.213972 0.0 0.0 0.1 0.106
H 6.520248 1.313424 3.013653 0.0 0.0 0.0 0.076
C 3.001490 -2.208597 6.555113 0.1 0.1 0.0 -0.091
C 4.231012 -1.934255 7.401754 -0.3 0.1 0.0 -0.321
O 4.540629 -0.543468 7.446794 0.2 0.0 0.1 -0.094
H 3.145004 -1.835994 5.540828 0.0 0.0 0.0 0.072
H 2.787588 -3.277676 6.507919 0.0 0.0 0.0 0.074
H 2.126216 -1.701457 6.968057 0.0 0.0 0.0 0.075
H 5.104295 -2.426026 6.975826 0.1 0.0 0.0 0.109
H 4.091037 -2.312451 8.421515 0.0 -0.1 0.0 0.102
H 3.784418 -0.083101 7.822495 0.0 0.0 -0.1 0.081
C -0.436885 4.825170 -4.170302 -0.1 0.0 0.0 -0.095
C -0.485815 4.188232 -2.792475 -0.1 -0.2 -0.1 -0.320
O -1.807496 3.813232 -2.424057 0.0 0.2 -0.1 -0.080
H -1.081990 5.704296 -4.205477 0.0 0.0 0.0 0.071
H 0.580410 5.124758 -4.428689 0.0 0.0 0.0 0.073
H -0.791909 4.125272 -4.931384 0.1 0.0 0.0 0.064
H -0.145734 4.890548 -2.033298 0.0 0.0 0.1 0.116
H 0.167662 3.309207 -2.754579 0.1 0.1 0.0 0.091
H -2.122617 3.171382 -3.067818 0.0 -0.1 0.0 0.078
C -10.617139 1.948232 4.652016 0.0 0.0 -0.1 -0.095
C -9.851718 0.943971 3.809584 0.1 0.2 0.0 -0.334
O -9.659867 1.404175 2.475129 -0.1 -0.1 0.1 -0.086
H -11.587339 2.159872 4.201197 0.0 0.0 0.0 0.074
H -10.774646 1.572248 5.664084 0.0 0.0 0.0 0.072
H -10.070921 2.892037 4.717805 0.0 0.0 0.1 0.072
H -10.406044 0.009766 3.733042 0.0 0.0 -0.1 0.108
H -8.880096 0.725529 4.265499 0.0 -0.1 0.1 0.111
H -9.155570 2.222479 2.515280 0.0 0.0 0.0 0.085
C 2.808089 -3.439688 -7.359108 -0.1 0.0 -0.1 -0.085
C 3.912617 -3.589673 -6.334874 -0.2 0.2 0.0 -0.309
O 4.684502 -2.390226 -6.258901 0.1 0.0 0.2 -0.090
H 3.222677 -3.195529 -8.337749 0.0 0.0 0.0 0.077
H 2.204023 -4.343694 -7.451333 0.0 0.0 0.1 0.075
H 2.151285 -2.616847 -7.067581 -0.1 0.0 0.0 0.061
H 4.601469 -4.388563 -6.604420 0.1 0.0 0.0 0.110
H 3.491312 -3.821384 -5.351372 0.0 -0.1 0.0 0.112
H 4.075244 -1.673393 -6.051394 -0.1 0.1 -0.3 0.045
```
Forces are in eV/Å.

Entry from the Open Molecules 2025 dataset: 8 unconnected molecules or ions with the total composition C28H74N2O10 (ωB97M-V with the def2-TZVPD basis set).

The energy is -53683.976 eV. The LUMO energy is 0.33 eV. As for the molecular weight: 598.90 g mol⁻¹. The total charge is 0. The HOMO-LUMO gap comes out at 8.93 eV.

The geometry in XYZ format:
```
114
Properties=species:S:1:pos:R:3:forces:R:3:lowdin_charge:R:1
C 1.258233 -0.931770 -5.002185 -1.3 0.5 0.8 -0.062
O 1.339663 -0.556160 -3.602805 0.1 -1.7 0.5 -0.232
C 1.375453 0.782260 -3.167185 0.4 1.4 -3.7 -0.167
C 0.206673 1.637220 -3.859975 1.4 -0.5 3.0 -0.225
N 0.336703 1.998670 -5.233885 -1.0 -0.8 -0.2 -0.049
C -0.789707 2.884990 -5.660905 2.2 -0.3 -0.8 -0.178
C -2.162447 2.270370 -5.694575 -0.1 0.2 0.9 -0.234
O -2.121907 1.037270 -6.384035 0.1 0.5 -0.6 -0.179
C -3.390637 0.552050 -6.763855 0.0 -1.6 0.4 -0.104
H 1.857373 -0.500270 -5.804015 1.0 0.5 0.8 0.093
H 0.251883 -0.656690 -5.317915 -0.4 -0.6 -0.2 0.066
H 1.380203 -2.014500 -5.032385 -0.1 0.1 0.2 0.086
H 2.369543 1.054310 -3.521975 0.1 1.2 -0.2 0.117
H 1.452833 1.015290 -2.105205 -0.7 -1.2 0.3 0.100
H 0.146333 2.514770 -3.216275 -0.3 0.3 -0.1 0.095
H -0.677657 1.018300 -3.708355 -0.3 0.0 0.4 0.092
H 0.024743 1.111420 -5.602075 0.7 -0.1 -1.3 0.051
H -0.462547 3.078060 -6.682565 -0.4 0.7 -0.1 0.117
H -0.648367 3.754560 -5.019045 -0.8 0.3 -0.3 0.121
H -2.889707 2.953380 -6.133545 0.0 0.1 -0.3 0.123
H -2.460577 2.147820 -4.653315 -0.5 -0.4 0.2 0.105
H -3.293927 -0.325240 -7.403475 0.7 0.3 -0.5 0.086
H -4.069437 1.229660 -7.281705 0.2 0.5 0.3 0.092
H -3.829337 0.041350 -5.906635 -0.7 0.7 0.4 0.076
C -3.324507 1.681660 4.789655 -0.1 -1.8 1.0 -0.080
O -3.348517 0.258460 4.951985 -0.9 -0.9 -1.0 -0.202
C -3.301617 -0.482000 3.734485 -0.2 -0.5 0.1 -0.229
C -1.885597 -0.942640 3.498055 0.0 0.1 -1.1 -0.161
N -1.662147 -1.643500 2.195445 0.8 0.5 0.9 -0.053
C -2.261837 -2.955150 1.960695 -1.3 1.4 -0.6 -0.218
C -1.625137 -3.933910 2.807905 0.7 -3.6 1.3 -0.189
O -2.164677 -5.315650 2.631165 0.3 0.8 0.2 -0.201
C -1.278637 -6.401340 2.957585 -0.2 0.9 -0.1 -0.114
H -2.265427 1.889420 4.637035 -0.2 1.1 0.0 0.071
H -3.748827 1.903650 5.768825 0.5 1.2 -0.1 0.093
H -3.998657 2.044220 4.013655 0.2 0.0 -0.2 0.085
H -3.722217 0.077090 2.898655 0.3 0.4 -0.2 0.120
H -3.913767 -1.383630 3.755435 -0.4 0.1 0.7 0.114
H -1.563797 -1.542050 4.349675 0.0 -0.2 -0.2 0.118
H -1.299387 -0.026740 3.572845 0.6 -0.1 -0.5 0.103
H -1.884997 -1.089460 1.380905 -0.1 0.5 0.2 0.069
H -2.117017 -3.159590 0.899885 -0.2 -0.2 0.0 0.125
H -3.321617 -2.929590 2.214295 -0.4 -0.2 -0.4 0.120
H -1.855147 -3.713290 3.850275 0.6 0.2 0.2 0.124
H -0.558837 -3.943560 2.582055 0.2 0.0 0.4 0.126
H -0.498727 -6.424610 2.196465 0.0 -0.5 -0.1 0.079
H -1.864227 -7.314770 3.061545 -0.1 0.1 -0.8 0.081
H -0.781357 -6.371890 3.927105 0.0 0.8 0.3 0.076
C -3.312067 -0.195890 -2.499045 0.1 -0.9 0.2 -0.017
C -2.639137 -1.283270 -1.592805 -1.3 0.0 -2.5 -0.503
C -1.469427 -1.984360 -2.208465 0.8 -0.9 -0.2 -0.043
O -2.221687 -0.668920 -0.452815 0.4 1.3 1.7 -0.061
H -2.516857 0.438310 -2.890885 0.0 0.0 -0.4 0.052
H -4.006547 0.462680 -1.977435 0.0 -0.2 0.5 0.080
H -3.917437 -0.648560 -3.284365 0.4 0.0 -0.3 0.075
H -3.358207 -2.070200 -1.365235 -0.4 0.1 0.2 0.136
H -1.100577 -2.640170 -1.419815 0.1 -0.4 0.0 0.075
H -0.582097 -1.407880 -2.470055 -0.3 0.6 -0.1 0.065
H -1.725667 -2.607010 -3.065635 -0.2 0.0 -0.1 0.089
H -2.237607 0.261320 -0.689475 0.2 0.6 0.9 0.057
C 1.326123 -5.596810 -1.893755 -0.2 -1.2 1.1 -0.055
C 1.866473 -4.575590 -2.851445 -0.2 2.1 1.1 -0.538
C 2.691593 -3.510870 -2.167245 -0.3 0.8 0.3 -0.052
O 2.741783 -5.015890 -3.829605 0.1 -2.2 -0.9 -0.028
H 0.903323 -6.527930 -2.271025 0.5 -0.2 -0.9 0.077
H 0.462163 -5.338010 -1.281635 0.0 1.1 -0.1 0.076
H 2.081113 -5.851850 -1.150075 0.2 -0.2 -0.1 0.087
H 1.049163 -4.050370 -3.345655 -0.4 0.0 0.0 0.123
H 2.141673 -3.094840 -1.323085 0.0 0.5 -0.2 0.073
H 2.916793 -2.809450 -2.970615 -0.3 0.6 0.4 0.071
H 3.688313 -3.781190 -1.818565 -0.2 -0.9 0.1 0.087
H 2.560933 -5.957710 -3.786485 0.6 -0.4 -0.9 0.084
C -0.580787 2.918590 -0.577025 1.7 0.6 -0.7 -0.073
C -1.169907 2.811810 0.791965 -0.8 0.6 -1.2 -0.451
C -1.417477 4.177660 1.407585 0.0 -0.2 0.9 -0.042
O -2.457217 2.260130 0.452805 -0.5 -1.5 1.1 -0.077
H -1.181367 3.652500 -1.114385 -0.2 -0.3 -0.4 0.089
H -0.494497 1.952500 -1.074335 -0.6 0.0 0.0 0.057
H 0.437913 3.296530 -0.663715 0.3 0.3 0.5 0.091
H -0.619827 2.089200 1.394745 -0.3 0.1 0.3 0.128
H -0.552847 4.739780 1.760495 0.3 -0.1 -0.5 0.072
H -2.019557 4.081050 2.311055 -0.3 -0.2 0.0 0.077
H -1.994597 4.753190 0.683845 0.1 0.3 0.0 0.084
H -3.098907 2.921280 0.183145 0.3 0.4 0.1 0.090
C 1.305253 2.263510 3.868865 -1.0 0.4 0.9 -0.040
C 1.594583 3.755910 3.991305 -0.2 0.5 0.9 -0.454
C 0.832573 4.531560 5.147045 -0.4 -1.1 -0.9 -0.035
O 2.971613 3.948420 4.244075 0.7 -0.1 -0.4 -0.059
H 0.229023 2.265950 4.041615 -0.3 -0.6 0.0 0.055
H 1.757063 1.660330 4.656355 0.1 0.1 0.0 0.089
H 1.460273 1.770870 2.908985 0.4 0.5 -0.1 0.063
H 1.271943 4.167840 3.035115 0.3 0.5 -0.2 0.112
H -0.220917 4.650350 4.893775 -0.2 -0.2 -0.1 0.062
H 1.177063 5.552080 5.314315 0.5 -0.1 -0.2 0.071
H 0.871633 3.987710 6.090865 0.2 0.0 0.0 0.079
H 3.136413 4.893070 4.289705 0.1 0.1 0.0 0.094
C 6.710803 1.846730 3.406725 -1.1 -1.4 0.5 -0.049
C 5.544583 1.508690 2.429245 1.5 1.3 -0.5 -0.480
C 4.624533 0.321020 2.713675 -0.3 0.3 -0.9 -0.041
O 4.765193 2.669790 2.197565 -0.3 0.2 -0.3 -0.069
H 7.297243 2.765510 3.399365 -0.6 0.3 -1.0 0.072
H 7.426563 1.034800 3.278025 0.1 -0.2 0.6 0.072
H 6.209283 1.835050 4.374425 0.5 -0.3 0.5 0.070
H 6.043843 1.365420 1.470965 -0.2 -0.4 -0.3 0.126
H 3.867323 0.464950 1.942955 -0.4 0.1 0.1 0.060
H 4.106573 0.341010 3.672535 0.3 -0.1 0.1 0.076
H 4.962373 -0.673190 2.421245 0.7 0.0 0.7 0.078
H 4.480103 3.059820 3.027145 -0.3 0.0 0.3 0.046
C 1.220783 -0.751420 0.438035 0.7 1.1 1.5 -0.176
O 1.100603 -1.852690 1.297895 0.4 -0.9 -0.7 -0.130
H 1.396753 0.087930 1.110805 0.1 0.8 0.0 0.049
H 2.164353 -0.809310 -0.104575 -0.5 -0.3 -0.7 0.082
H 0.308383 -0.473440 -0.089555 0.2 -0.5 -0.7 0.059
H 0.234463 -1.766300 1.702775 -0.8 -0.2 0.5 0.012
```
Forces are in eV/Å.